{"formula": "C2H9NO2", "method": "the ωB97M-V functional and the def2-TZVPD basis", "charge": 1, "relative_energy_kj_mol": 238.98, "homo_lumo_gap_ev": [8.6, 4.8], "e_lumo_ev": [-5.79, -9.51], "e_homo_ev": [-14.36, -14.36], "energy_ev": -7794.2470, "spin_multiplicity": 2, "s2": 0.759, "elements": ["C", "C", "N", "H", "H", "H", "H", "H", "H", "H", "O", "H", "H", "O"], "xyz": [[0.798058, 2.566926, -0.624991], [-0.501825, 1.396483, 1.048940], [0.091073, 1.495750, -0.028064], [1.780596, 2.295407, -1.011866], [0.955166, 3.488498, -0.064245], [0.275248, 2.835542, -1.523499], [-0.991042, 0.493039, 1.429477], [-0.667752, 2.317781, 1.618831], [0.364533, -2.199792, 0.021190], [1.855239, -2.222553, 0.513602], [0.971568, -2.560996, 0.662750], [-1.558164, -1.615527, -0.042786], [-1.111002, -1.386020, -1.475875], [-1.399544, -2.080331, -0.871796]], "forces_ev_per_angstrom": [[0.705, -0.080, -2.408], [-0.977, -0.837, 0.207], [0.565, 1.486, 1.412], [0.181, -0.513, 0.418], [-0.365, -0.300, 0.997], [-0.530, 0.228, -0.459], [0.359, -0.051, -0.168], [0.130, 0.111, 0.106], [-0.070, -0.179, -0.688], [0.066, 0.023, -0.239], [0.148, 0.011, 0.924], [-0.363, -0.246, 0.058], [-0.200, -0.154, -0.284], [0.350, 0.501, 0.123]], "mulliken_spin": [0.05, -0.04, 0.79, 0.02, 0.06, 0.00, 0.04, 0.08, 0.00, 0.00, 0.00, 0.00, 0.00, 0.00]}